<i>
{"formula": "F2H2S2Si", "method": "ωB97M-V with the def2-TZVPD basis set", "orbital_gap_ha": 0.38365, "total_charge": 0, "lumo_energy_ha": -0.005, "elements": ["F", "Si", "F", "S", "S", "H", "H"], "xyz": [[-1.7856, 0.6076, -0.5322], [0.2257, 0.5770, -0.1715], [0.4844, 1.7822, -1.1701], [0.8884, -1.3111, -0.6886], [0.3188, 1.1935, 1.8383], [1.6469, -0.9719, -1.7864], [-0.7759, 0.6068, 2.4054]], "nbo_charge": [-0.694, 1.776, -0.632, -0.410, -0.451, 0.198, 0.213]}



<ii>
{"formula": "F2H2S2Si", "method": "ωB97M-V with the def2-TZVPD basis set", "orbital_gap_ha": 0.37266, "total_charge": 0, "lumo_energy_ha": -0.020, "elements": ["F", "F", "Si", "S", "S", "H", "H"], "xyz": [[-0.2926, -2.2583, -0.2431], [-0.0424, 0.2262, 1.8849], [0.1745, -0.0266, 0.3346], [-1.4802, 0.7612, -0.7311], [2.1625, 0.3696, -0.1947], [-2.1182, 0.4624, 0.3787], [1.5964, 0.4654, -1.4292]], "nbo_charge": [-0.708, -0.645, 1.727, -0.364, -0.350, 0.169, 0.171]}



Relative to the most stable one, in kcal/mol, the structures come out at <i> 0.0; <ii> 28.9.



<i>
{"formula": "C2H5N", "method": "ωB97M-V with the def2-TZVPD basis set", "orbital_gap_ha": 0.46682, "total_charge": 0, "lumo_energy_ha": 0.038, "elements": ["C", "C", "N", "H", "H", "H", "H", "H"], "xyz": [[-0.4854, 1.5863, -2.0631], [0.5867, -0.3740, 1.0937], [-1.0135, 0.5872, -1.8090], [-0.1242, 0.3804, 1.3991], [0.3088, -1.3296, 1.5265], [1.5780, -0.1018, 1.4392], [0.5961, -0.4585, 0.0197], [-1.4465, -0.2901, -1.6061]], "nbo_charge": [0.294, -0.848, -0.742, 0.214, 0.209, 0.218, 0.207, 0.448]}



<ii>
{"formula": "C2H5N", "method": "ωB97M-V with the def2-TZVPD basis set", "orbital_gap_ha": 0.38070, "total_charge": 0, "lumo_energy_ha": 0.040, "elements": ["C", "C", "N", "H", "H", "H", "H", "H"], "xyz": [[-1.0587, 0.3199, -0.0740], [0.0464, -0.6078, 0.0617], [1.4670, -0.1130, -0.0359], [-2.0413, -0.0412, 0.1459], [-0.8173, 1.3945, -0.0581], [0.0262, -1.8006, -0.0038], [1.7202, 0.4938, 0.7034], [0.6574, 0.3543, -0.7391]], "nbo_charge": [-0.511, -0.055, -0.863, 0.219, 0.206, 0.220, 0.363, 0.422]}



Relative to the most stable one, in kcal/mol, the structures come out at <i> 0.0; <ii> 55.3.



<i>
{"formula": "C25H22N4O4", "method": "ωB97M-V with the def2-TZVPD basis set", "orbital_gap_ha": 0.28493, "total_charge": 0, "lumo_energy_ha": -0.011, "elements": ["O", "C", "C", "C", "C", "C", "N", "C", "C", "C", "C", "C", "C", "C", "O", "N", "C", "N", "C", "C", "N", "C", "C", "C", "C", "C", "C", "C", "O", "C", "O", "C", "C", "H", "H", "H", "H", "H", "H", "H", "H", "H", "H", "H", "H", "H", "H", "H", "H", "H", "H", "H", "H", "H", "H"], "xyz": [[-0.1677, -3.8705, -1.3931], [-0.0897, -2.9458, -0.6036], [0.9226, -1.8620, -0.8152], [1.0119, -1.2558, -2.1023], [1.9648, -0.3257, -2.3422], [2.9091, 0.0492, -1.3385], [3.8109, 0.9389, -1.6078], [4.7217, 1.2695, -0.6584], [5.7086, 2.2213, -0.9610], [6.6437, 2.5684, -0.0183], [6.6305, 1.9861, 1.2531], [5.6737, 1.0550, 1.5730], [4.7104, 0.6847, 0.6261], [3.7021, -0.2930, 0.9627], [3.5629, -0.8487, 2.0332], [2.8040, -0.5888, -0.1035], [1.8319, -1.5165, 0.1291], [-0.8830, -2.8398, 0.4841], [-1.0044, -1.6699, 1.3281], [-2.5035, -1.3808, 1.5757], [-3.3420, -1.8074, 0.4778], [-3.0931, -1.1220, -0.7907], [-3.0376, 0.3707, -0.6209], [-1.8988, 1.0809, -0.9651], [-1.8173, 2.4649, -0.8166], [-2.9198, 3.1022, -0.3059], [-4.0719, 2.3938, 0.0463], [-4.1564, 1.0336, -0.1031], [-5.0115, 3.2672, 0.5247], [-4.4227, 4.5480, 0.4545], [-3.1118, 4.4347, -0.0564], [-3.2987, -3.2584, 0.3590], [-1.9091, -3.8379, 0.7097], [0.3144, -1.5623, -2.8667], [2.0689, 0.1655, -3.2953], [5.7055, 2.6597, -1.9461], [7.4016, 3.3000, -0.2577], [7.3751, 2.2717, 1.9804], [5.6377, 0.5880, 2.5457], [1.8668, -1.9529, 1.1176], [-0.5447, -0.8134, 0.8332], [-0.4918, -1.8369, 2.2833], [-2.8515, -1.9130, 2.4644], [-2.6445, -0.3122, 1.7428], [-3.9365, -1.3738, -1.4438], [-2.1738, -1.4637, -1.2873], [-1.0461, 0.5564, -1.3725], [-0.9306, 3.0114, -1.0900], [-5.0418, 0.4871, 0.1729], [-5.0219, 5.1938, -0.2076], [-4.3888, 4.9942, 1.4612], [-4.0461, -3.6774, 1.0415], [-3.5764, -3.5335, -0.6586], [-1.6783, -4.7015, 0.0859], [-1.8670, -4.1334, 1.7624]], "nbo_charge": [-0.620, 0.673, -0.191, -0.144, -0.224, 0.406, -0.514, 0.269, -0.244, -0.168, -0.238, -0.133, -0.245, 0.664, -0.594, -0.411, 0.077, -0.430, -0.244, -0.241, -0.443, -0.227, -0.039, -0.221, -0.258, 0.226, 0.297, -0.276, -0.488, 0.236, -0.477, -0.224, -0.252, 0.239, 0.242, 0.227, 0.216, 0.217, 0.234, 0.255, 0.221, 0.198, 0.198, 0.224, 0.209, 0.171, 0.213, 0.231, 0.235, 0.158, 0.158, 0.197, 0.207, 0.253, 0.192]}



<ii>
{"formula": "C25H22N4O4", "method": "ωB97M-V with the def2-TZVPD basis set", "orbital_gap_ha": 0.28751, "total_charge": 0, "lumo_energy_ha": -0.002, "elements": ["C", "C", "O", "C", "C", "C", "C", "N", "C", "O", "C", "C", "C", "C", "N", "C", "O", "C", "C", "N", "N", "C", "O", "C", "C", "C", "C", "C", "C", "C", "C", "C", "C", "H", "H", "H", "H", "H", "H", "H", "H", "H", "H", "H", "H", "H", "H", "H", "H", "H", "H", "H", "H", "H", "H"], "xyz": [[-11.4582, -0.7228, 0.7972], [-10.0210, -0.2961, 1.0523], [-9.2268, -0.8155, 0.0045], [-7.8912, -0.5568, 0.0006], [-7.2115, 0.1832, 0.9615], [-5.8462, 0.3867, 0.8585], [-5.1327, -0.1448, -0.2078], [-3.7518, 0.0220, -0.3644], [-2.8848, 0.7553, 0.3917], [-3.2023, 1.4227, 1.3554], [-1.4722, 0.6878, -0.0878], [-0.6677, 1.8095, 0.0941], [0.6493, 1.8208, -0.3174], [1.1963, 0.6839, -0.9073], [2.5172, 0.6210, -1.3541], [3.4841, 1.5748, -1.3097], [3.3678, 2.6857, -0.8515], [4.7936, 1.0595, -1.9182], [5.3095, -0.0804, -1.0951], [5.0457, -1.2648, -1.5401], [5.4664, -2.3338, -0.8578], [6.2053, -2.3446, 0.3049], [6.5588, -3.3954, 0.7998], [6.4710, -1.0043, 0.8388], [7.1639, -0.8658, 2.0409], [7.3889, 0.3876, 2.5649], [6.9145, 1.5158, 1.8993], [6.2349, 1.3978, 0.7071], [6.0102, 0.1337, 0.1489], [0.4050, -0.4539, -1.0640], [-0.9151, -0.4520, -0.6625], [-5.8143, -0.8890, -1.1713], [-7.1714, -1.0924, -1.0695], [-12.1025, -0.3420, 1.5844], [-11.7955, -0.3350, -0.1601], [-11.5243, -1.8070, 0.7737], [-9.9490, 0.8004, 1.0725], [-9.6747, -0.6886, 2.0188], [-7.7320, 0.6117, 1.8031], [-5.3312, 0.9640, 1.6074], [-3.3706, -0.4287, -1.1844], [-1.0992, 2.6794, 0.5647], [1.2585, 2.6984, -0.1820], [2.7965, -0.2722, -1.7431], [5.5101, 1.8786, -1.9509], [4.6001, 0.7058, -2.9317], [5.2410, -3.2267, -1.2831], [7.5050, -1.7614, 2.5373], [7.9252, 0.4984, 3.4952], [7.0799, 2.4949, 2.3236], [5.8577, 2.2804, 0.2156], [0.8339, -1.3453, -1.5007], [-1.4949, -1.3580, -0.7696], [-5.2724, -1.3099, -2.0072], [-7.7039, -1.6663, -1.8112]], "nbo_charge": [-0.617, -0.062, -0.501, 0.297, -0.308, -0.167, 0.094, -0.590, 0.670, -0.607, -0.162, -0.163, -0.195, 0.157, -0.609, 0.696, -0.597, -0.533, 0.210, -0.234, -0.404, 0.619, -0.603, -0.121, -0.151, -0.197, -0.181, -0.183, -0.088, -0.251, -0.177, -0.212, -0.245, 0.212, 0.214, 0.214, 0.171, 0.171, 0.220, 0.248, 0.398, 0.237, 0.248, 0.412, 0.245, 0.250, 0.409, 0.242, 0.222, 0.222, 0.233, 0.210, 0.212, 0.203, 0.224]}



Relative to the most stable one, in kcal/mol, the structures come out at <i> 27.9; <ii> 0.0.



<i>
{"formula": "C2H6O2S", "method": "ωB97M-V with the def2-TZVPD basis set", "orbital_gap_ha": 0.36596, "total_charge": 0, "lumo_energy_ha": 0.022, "elements": ["C", "C", "O", "O", "S", "H", "H", "H", "H", "H", "H"], "xyz": [[-0.3771, 1.1198, -0.1682], [-0.6465, -0.4831, -0.3172], [-0.1585, 1.5231, 1.1158], [2.0427, -1.0982, -0.3992], [0.8172, -1.8047, -0.2611], [-1.3175, 1.5108, -0.6034], [0.8014, 1.3035, 1.2144], [0.4233, 1.3394, -0.9196], [-0.9934, -0.6669, -1.3341], [-1.3612, -0.8255, 0.4748], [0.7696, -1.9181, 1.1978]], "nbo_charge": [-0.064, -0.609, -0.690, -0.999, 1.101, 0.185, 0.478, 0.174, 0.207, 0.221, -0.003]}



<ii>
{"formula": "C2H6O2S", "method": "ωB97M-V with the def2-TZVPD basis set", "orbital_gap_ha": 0.35207, "total_charge": 0, "lumo_energy_ha": 0.022, "elements": ["O", "C", "O", "H", "H", "C", "S", "H", "H", "H", "H"], "xyz": [[0.3752, 1.9135, -4.5806], [1.1129, 1.2712, -5.2503], [0.6016, 0.6298, -6.3307], [2.1977, 1.1084, -5.1873], [1.1438, 0.1196, -6.9459], [-1.0226, -0.4993, 5.0399], [-1.1732, -2.0873, 4.1435], [-0.5393, -0.7960, 5.9654], [-0.5699, 0.3228, 4.4995], [-2.0216, -0.1551, 5.3149], [-0.1046, -1.8277, 3.3316]], "nbo_charge": [-0.532, 0.647, -0.711, 0.100, 0.495, -0.729, -0.060, 0.217, 0.227, 0.219, 0.126]}



Relative to the most stable one, in kcal/mol, the structures come out at <i> 40.7; <ii> 0.0.